Computed, not measured: a cluster of 2 separate species, C6H8O6 in total in a non-equilibrium geometry, with wB97M-V/def2-TZVPD.

Last column: natural (NBO) charge in e.
Atoms and positions in Å:
O (-3.712, 16.957, 45.339)  -0.62
C (-3.209, 15.878, 44.937)  0.98
O (-3.857, 14.995, 44.143)  -0.48
C (-3.013, 13.859, 43.834)  -0.09
C (-1.772, 14.157, 44.777)  -0.10
O (-2.026, 15.437, 45.251)  -0.47
H (-3.464, 12.943, 43.813)  0.20
H (-2.648, 14.059, 42.862)  0.18
H (-0.866, 13.976, 44.231)  0.19
H (-1.624, 13.415, 45.567)  0.19
O (-8.477, 17.087, 46.251)  -0.58
C (-7.591, 17.848, 46.497)  0.97
O (-7.788, 19.149, 46.705)  -0.48
C (-6.622, 19.715, 47.251)  -0.11
C (-5.535, 18.688, 46.848)  -0.07
O (-6.309, 17.528, 46.672)  -0.47
H (-6.325, 20.733, 46.903)  0.19
H (-6.491, 19.864, 48.277)  0.18
H (-4.859, 18.405, 47.644)  0.19
H (-5.052, 19.098, 46.106)  0.18

Calculated values
HOMO-LUMO gap = 11.137 eV
maximum force = 0.1085 Eh/bohr
total charge = 0
spin multiplicity = 1
structure (SMILES) = O=C1OCCO1.O=C1OCCO1
E_tot = -684.8290 Ha

Computed, not measured: a structure of composition C6H8O6Tm in a non-equilibrium geometry, with wB97M-V/def2-TZVPD.

Last column: Löwdin spin population.
Atoms and positions in Å:
H (-0.835, -0.699, -0.504)  0.00
O (3.337, 1.134, 0.548)  0.00
C (2.634, 0.201, 0.146)  0.00
O (3.066, -0.891, -0.256)  0.00
O (1.240, 0.422, 0.204)  0.00
Tm (5.694, -0.033, -0.087)  1.00
C (0.472, -0.523, 0.622)  0.00
C (-0.963, -0.350, 0.633)  0.00
C (-1.745, -1.366, 1.444)  0.00
C (-3.251, -1.222, 1.379)  0.00
O (-3.655, -0.101, 2.169)  0.08
C (-4.952, 0.165, 2.196)  0.05
O (-5.822, -0.511, 1.703)  0.76
O (-5.139, 1.287, 2.877)  0.10
H (0.955, -1.386, 1.100)  0.00
H (-1.279, 0.699, 0.704)  0.00
H (-1.400, -1.267, 2.486)  0.00
H (-1.506, -2.388, 1.119)  0.00
H (-3.721, -2.130, 1.776)  0.00
H (-3.592, -1.075, 0.345)  0.00
H (-6.083, 1.413, 3.035)  0.00

Calculated values
HOMO-LUMO gap (spin up / spin down) = 9.286 / 4.399 eV
expectation value of S² = 2.006
maximum force = 0.1381 Eh/bohr
total charge = +3
spin multiplicity = 3
E_tot = -1768.8686 Ha

Computed, not measured: the molecule C6H8OS in a non-equilibrium geometry, with wB97M-V/def2-TZVPD.

Last column: natural (NBO) charge in e.
Atoms and positions in Å:
O (-1.153, -2.761, 0.146)  -0.69
C (-0.680, -1.635, 0.761)  0.15
C (0.385, -0.731, 0.126)  -0.27
C (1.356, 0.408, 0.454)  -0.42
C (0.870, 1.593, -0.408)  -0.22
C (-0.224, 1.709, -1.174)  -0.38
S (-1.612, 0.633, -1.099)  0.29
C (-1.055, -0.219, 0.348)  -0.46
H (-1.673, -2.519, -0.654)  0.48
H (-0.534, -1.828, 1.811)  0.20
H (0.563, -1.028, -0.900)  0.21
H (1.263, 0.727, 1.465)  0.21
H (2.365, 0.187, 0.234)  0.22
H (1.568, 2.452, -0.393)  0.21
H (-0.285, 2.516, -1.907)  0.24
H (-1.153, 0.497, 1.193)  0.23

Calculated values
HOMO-LUMO gap = 8.941 eV
maximum force = 0.0454 Eh/bohr
total charge = 0
spin multiplicity = 1
structure (SMILES) = O[C@H]1[C@@H]2CC=CS[C@@H]12
E_tot = -706.7500 Ha

Computed, not measured: a cluster of 2 separate species, C6H8S2 in total in a non-equilibrium geometry, with wB97M-V/def2-TZVPD.

Last column: natural (NBO) charge in e.
Atoms and positions in Å:
C (-0.565, -0.354, -1.115)  -0.33
C (0.231, -0.149, -0.028)  0.17
C (3.010, -0.499, -0.145)  -0.41
C (-1.966, 0.172, -0.676)  -0.44
C (-0.320, 0.506, 1.213)  -0.52
C (-1.894, 0.375, 0.838)  -0.36
S (3.635, 0.581, 0.836)  0.14
S (3.503, -1.368, -1.515)  0.12
H (-0.473, -0.903, -2.110)  0.24
H (-2.190, 1.085, -1.188)  0.20
H (-2.878, -0.340, -0.752)  0.21
H (-0.134, 0.163, 2.252)  0.23
H (-0.194, 1.587, 1.260)  0.22
H (-2.482, 1.231, 1.214)  0.20
H (-2.176, -0.452, 1.416)  0.20
H (4.894, -1.636, -1.499)  0.13

Calculated values
HOMO-LUMO gap (spin up / spin down) = 7.369 / 7.753 eV
maximum force = 0.0524 Eh/bohr
total charge = 0
spin multiplicity = 1
E_tot = -1029.5780 Ha

Computed, not measured: a structure of composition C6H8S2 in a non-equilibrium geometry, with wB97M-V/def2-TZVPD.

Last column: natural (NBO) charge in e.
Atoms and positions in Å:
C (0.554, -0.377, 0.061)  -0.26
C (0.197, -1.443, -0.982)  -0.40
C (-1.285, -1.718, -0.581)  -0.39
C (-1.426, -0.722, 0.582)  -0.30
C (-0.093, -0.946, 1.345)  -0.40
C (-0.694, 0.489, 0.039)  -0.04
H (2.881, -0.698, -0.088)  0.12
H (0.302, -1.052, -1.983)  0.22
H (0.829, -2.320, -0.843)  0.21
H (-1.982, -1.464, -1.370)  0.22
H (-1.438, -2.750, -0.239)  0.21
H (-2.397, -0.652, 1.091)  0.23
H (0.171, -2.007, 1.613)  0.21
H (0.054, -0.300, 2.239)  0.23
S (2.149, 0.426, -0.004)  0.03
S (-1.020, 2.045, -0.197)  0.09

Calculated values
HOMO-LUMO gap = 8.749 eV
maximum force = 0.0319 Eh/bohr
total charge = 0
spin multiplicity = 1
E_tot = -1029.7457 Ha

Computed, not measured: the molecule C6H8S2 in a non-equilibrium geometry, with wB97M-V/def2-TZVPD.

Last column: natural (NBO) charge in e.
Atoms and positions in Å:
C (3.340, 0.335, -0.230)  -0.70
C (2.192, -0.530, -0.144)  0.02
C (1.165, -1.186, -0.032)  -0.06
C (-0.210, -1.753, 0.278)  -0.52
C (-1.404, -0.731, 0.070)  -0.30
S (-2.914, -1.348, -0.277)  -0.05
S (-0.971, 0.911, -0.008)  0.39
C (-2.619, 1.774, -0.006)  -0.75
H (3.817, 0.082, -1.193)  0.24
H (3.048, 1.422, -0.019)  0.25
H (4.061, 0.009, 0.556)  0.24
H (-0.157, -2.149, 1.355)  0.26
H (-0.413, -2.614, -0.450)  0.26
H (-3.312, 1.367, -0.730)  0.25
H (-3.164, 1.533, 0.958)  0.24
H (-2.458, 2.878, -0.130)  0.24

Calculated values
HOMO-LUMO gap = 8.422 eV
maximum force = 0.0648 Eh/bohr
total charge = 0
spin multiplicity = 1
structure (SMILES) = CC#CCC(=S)SC
E_tot = -1029.7009 Ha

Computed, not measured: the molecule C6H8S2 in a non-equilibrium geometry, with wB97M-V/def2-TZVPD.

Last column: natural (NBO) charge in e.
Atoms and positions in Å:
C (2.442, 0.212, 0.288)  -0.31
C (1.192, 0.060, -0.181)  -0.23
C (0.220, -0.749, 0.569)  -0.12
C (-0.976, -1.144, 0.118)  -0.30
C (-1.893, -1.986, 0.901)  -0.27
S (-1.716, -2.468, 2.451)  0.02
S (0.746, 0.795, -1.739)  0.22
C (-0.438, 2.049, -1.171)  -0.74
H (3.195, 0.823, -0.222)  0.22
H (2.773, -0.283, 1.213)  0.20
H (0.543, -1.049, 1.574)  0.23
H (-1.308, -0.907, -0.857)  0.22
H (-2.764, -2.270, 0.318)  0.20
H (0.064, 2.765, -0.512)  0.22
H (-1.280, 1.590, -0.678)  0.22
H (-0.801, 2.562, -2.072)  0.23

Calculated values
HOMO-LUMO gap = 7.658 eV
maximum force = 0.0286 Eh/bohr
total charge = 0
spin multiplicity = 1
structure (SMILES) = C=C(/C=C/C=S)SC
E_tot = -1029.7324 Ha

Computed, not measured: the molecule C6H8S2 in a non-equilibrium geometry, with wB97M-V/def2-TZVPD.

Last column: natural (NBO) charge in e.
Atoms and positions in Å:
S (-1.398, -2.347, -0.978)  -0.05
C (-0.693, -0.711, -0.665)  -0.35
C (-1.103, -0.140, 0.669)  -0.40
C (-0.743, 1.363, 0.639)  -0.22
C (0.439, 1.727, 0.076)  -0.19
C (1.455, 0.535, -0.348)  -0.47
C (0.801, -0.811, -0.156)  -0.26
S (0.135, -0.979, 1.638)  0.17
H (-0.599, -3.029, 0.036)  0.15
H (-0.897, -0.084, -1.485)  0.23
H (-2.186, -0.322, 0.974)  0.24
H (-1.392, 2.191, 1.048)  0.23
H (0.819, 2.861, 0.210)  0.23
H (2.288, 0.788, 0.377)  0.24
H (1.732, 0.619, -1.466)  0.23
H (1.342, -1.661, -0.570)  0.23

Calculated values
HOMO-LUMO gap = 9.398 eV
maximum force = 0.0714 Eh/bohr
total charge = 0
spin multiplicity = 1
structure (SMILES) = S[C@H]1[C@@H]2C=CC[C@H]1S2
E_tot = -1029.7147 Ha

Computed, not measured: the molecule C6H8S2 in a non-equilibrium geometry, with wB97M-V/def2-TZVPD.

Last column: natural (NBO) charge in e.
Atoms and positions in Å:
S (0.315, 2.500, -1.639)  -0.01
C (-0.854, 1.540, -0.640)  -0.32
C (-0.126, 0.669, 0.396)  -0.24
C (1.242, -0.004, 0.538)  -0.42
C (0.886, -1.512, 0.864)  -0.23
C (-0.335, -2.104, 0.845)  -0.32
S (-1.820, -1.400, -0.023)  0.24
C (-0.885, -0.015, -0.674)  -0.41
H (-0.479, 2.886, -2.719)  0.13
H (-1.831, 1.944, -0.360)  0.24
H (-0.645, 0.741, 1.427)  0.23
H (1.830, 0.057, -0.365)  0.23
H (1.704, 0.379, 1.364)  0.22
H (1.634, -2.299, 1.212)  0.22
H (-0.520, -3.077, 1.185)  0.22
H (-0.116, -0.303, -1.411)  0.22

Calculated values
HOMO-LUMO gap = 9.127 eV
maximum force = 0.0684 Eh/bohr
total charge = 0
spin multiplicity = 1
structure (SMILES) = S[C@@H]1[C@@H]2CC=CS[C@@H]12
E_tot = -1029.6824 Ha

Computed, not measured: the molecule C6H8S2 in a non-equilibrium geometry, with wB97M-V/def2-TZVPD.

Last column: natural (NBO) charge in e.
Atoms and positions in Å:
C (2.572, -0.624, 0.254)  -0.43
C (1.383, -0.231, -0.266)  -0.22
C (0.890, 1.122, -0.042)  -0.21
C (-0.320, 1.389, -0.684)  -0.19
C (-0.989, 0.155, -1.229)  -0.49
S (-2.679, -0.266, -0.443)  0.21
C (-1.912, -0.703, 1.094)  -0.80
S (0.208, -1.196, -1.099)  0.31
H (2.961, -1.655, 0.244)  0.20
H (3.416, 0.014, 0.456)  0.21
H (1.690, 1.788, 0.283)  0.23
H (-0.885, 2.298, -0.670)  0.23
H (-1.168, 0.150, -2.288)  0.25
H (-1.385, -1.644, 1.007)  0.23
H (-2.749, -0.607, 2.061)  0.24
H (-1.033, 0.010, 1.322)  0.23

Calculated values
HOMO-LUMO gap = 8.453 eV
maximum force = 0.0774 Eh/bohr
total charge = 0
spin multiplicity = 1
structure (SMILES) = C=C1C=C[C@H](SC)S1
E_tot = -1029.7143 Ha